146
Properties=species:S:1:pos:R:3:forces:R:3 method="wB97M-V/def2-TZVPD" gap_ev=6.61 lumo_ev=-4.463 homo_energy_ev=-11.08 total_charge=+1 molar_mass_da=1014.880
C 2.2437 -1.9716 0.1886 0.8 0.8 0.6
C 1.1700 -1.7723 1.3372 -0.1 -0.6 -1.0
C -0.0834 -2.7850 1.2174 0.0 1.4 -0.7
C -0.4780 -3.0153 -0.3040 -0.3 0.5 0.4
C -2.0063 -3.3441 -0.5063 0.7 -1.1 0.8
C -2.3828 -3.9692 -1.9010 -0.6 0.3 0.3
C -2.3127 -2.9712 -3.1390 -0.1 0.1 -0.7
C -2.2567 -1.4699 -2.7551 -0.5 1.1 0.4
C -3.4896 -0.8957 -2.1576 2.8 2.0 -0.3
C -3.4430 0.5124 -1.7385 1.8 -2.0 -1.1
C -2.2027 1.2578 -1.9313 -2.2 -0.6 0.9
C -2.2114 2.7595 -1.4292 0.8 -0.3 -2.2
O -3.3383 3.0077 -0.5750 1.6 -0.5 1.1
C -3.0511 2.8035 0.7605 -1.4 -0.6 2.0
F -2.0124 1.9545 1.0034 -0.9 1.2 -0.6
F -4.1581 2.2355 1.3527 1.4 0.8 -1.1
F -2.8340 3.9736 1.4531 0.1 -1.4 -1.4
N -1.0823 0.6976 -2.5332 -1.1 -0.1 0.2
C 0.0693 1.5903 -2.6437 1.5 0.8 0.0
Br 1.1421 1.7216 -0.9914 -1.1 -0.6 -1.1
C 0.3951 2.3158 -3.7524 -0.6 -0.6 0.9
C -0.4695 2.2468 -5.0536 1.3 0.3 0.7
Br 1.9756 3.4740 -3.5902 -1.8 -1.1 -0.6
C -1.0581 -0.6382 -2.9582 -1.8 -1.2 0.8
C 0.2182 -1.2337 -3.6360 1.0 -0.2 -0.8
F 0.6398 -2.4464 -3.0252 -0.8 1.3 -0.2
C 0.0322 -1.5529 -5.1803 -0.7 -0.3 0.1
C -1.3415 -1.0811 -5.8019 0.6 -0.4 -0.9
H 2.6630 -3.0154 0.1260 -0.8 0.9 -0.1
H 1.9059 -1.5920 -0.8186 0.2 -0.7 1.0
H 3.1303 -1.3195 0.4593 -0.9 -0.6 -0.3
H 1.6947 -1.8462 2.3184 -0.6 -0.1 -0.9
H 0.7918 -0.7084 1.2459 0.3 -1.1 0.2
H 0.1084 -3.7558 1.7390 -0.3 0.9 -0.4
H -0.9532 -2.2125 1.6622 0.8 -1.0 0.0
H 0.1577 -3.8302 -0.7414 -0.5 0.9 0.2
H -0.2957 -2.0195 -0.8121 0.1 -1.2 0.3
H -2.5914 -2.4295 -0.2227 0.2 -0.8 -0.4
H -2.2641 -4.1287 0.2696 0.1 0.8 -0.8
H -1.7099 -4.8389 -2.1223 -0.6 0.8 0.3
H -3.4503 -4.3656 -1.8425 1.4 0.5 0.0
H -3.2628 -3.1120 -3.7385 1.0 0.3 0.6
H -1.4821 -3.2454 -3.8462 -0.8 0.4 1.0
H -4.4243 -1.4916 -2.0215 1.1 0.4 -0.2
H -4.3585 0.9366 -1.2662 1.2 0.0 -0.4
H -2.3686 3.3779 -2.3640 0.0 -0.4 1.1
H -1.2283 3.0846 -1.0074 -1.0 -0.4 -0.1
H -0.1954 3.1251 -5.6895 -0.5 -0.8 0.5
H -1.5476 2.2674 -4.7493 0.9 -0.1 -0.5
H -0.1850 1.2950 -5.5811 -0.5 1.1 0.4
H 1.1138 -0.5522 -3.5551 -1.2 -0.4 0.3
H 0.9334 -1.1779 -5.7400 -1.0 -0.1 0.6
H 0.0659 -2.6767 -5.2955 0.1 1.2 0.3
H -1.1976 -1.0684 -6.9213 -0.3 0.1 1.2
H -1.6658 -0.0548 -5.5019 0.2 -1.0 -0.2
H -2.1804 -1.8089 -5.6325 1.0 0.9 0.1
C 4.9978 -0.8886 3.2693 0.1 0.2 0.0
O 3.6672 -0.4887 2.9527 -0.3 0.1 0.0
H 5.0896 -1.9605 3.1091 -0.1 0.1 0.0
H 5.7016 -0.3643 2.6177 0.2 -0.1 0.1
H 5.2137 -0.6604 4.3155 0.2 -0.1 0.0
H 3.6090 0.4610 3.1029 0.0 -0.1 0.0
C -2.8871 7.0289 2.5105 -0.2 0.3 -0.1
O -3.1724 8.3247 3.0152 0.0 0.0 0.0
H -2.3361 6.4729 3.2676 -0.1 0.1 0.0
H -3.8212 6.5055 2.2859 0.1 -0.2 -0.1
H -2.2768 7.1101 1.6060 0.0 -0.2 0.0
H -3.6589 8.7985 2.3315 0.0 0.0 0.2
C 4.5552 -4.3948 4.5144 0.4 -0.1 0.3
O 5.9039 -3.9652 4.3797 0.0 0.0 -0.2
H 4.0652 -4.3344 3.5426 0.1 0.1 0.0
H 4.5324 -5.4272 4.8664 -0.3 0.1 0.0
H 4.0325 -3.7459 5.2235 -0.2 -0.1 0.0
H 6.3093 -4.0284 5.2531 0.0 0.2 -0.1
C 2.7433 -5.6417 1.3696 0.1 -0.2 -0.2
O 2.0161 -5.6303 0.1486 -0.2 0.0 -0.2
H 2.2294 -5.0068 2.0907 0.0 0.0 -0.1
H 2.7957 -6.6614 1.7594 0.1 0.1 0.2
H 3.7517 -5.2549 1.2011 0.0 0.0 0.2
H 2.4914 -6.1970 -0.4691 -0.1 0.1 0.0
C -6.8723 0.5406 -4.2094 0.1 0.0 0.3
O -5.5208 0.9732 -4.3403 0.2 -0.1 -0.1
H -7.3580 0.6176 -5.1802 0.1 0.0 0.0
H -6.8996 -0.5001 -3.8746 -0.2 0.0 0.0
H -7.3983 1.1753 -3.4928 -0.2 -0.1 -0.1
H -5.1098 0.8976 -3.4719 -0.1 0.1 -0.2
C -4.2373 -2.0310 -8.1981 -0.2 0.2 0.1
O -3.7667 -1.1026 -7.2250 -0.3 0.0 0.0
H -3.3786 -2.4986 -8.6775 0.0 0.1 0.1
H -4.8439 -2.8010 -7.7150 0.0 -0.1 -0.2
H -4.8314 -1.5102 -8.9521 0.0 -0.2 -0.1
H -4.5425 -0.7017 -6.8145 0.2 0.1 0.0
C -0.8502 -1.3758 4.8282 0.3 0.0 0.0
O 0.1942 -2.1542 4.2602 0.0 0.0 0.2
H -1.7960 -1.8917 4.6685 0.1 0.0 0.0
H -0.6831 -1.2538 5.9013 -0.2 0.1 0.0
H -0.8881 -0.3947 4.3453 -0.2 0.1 0.1
H 1.0184 -1.6770 4.4147 0.0 -0.2 -0.1
C 2.5300 -7.7438 5.2922 -0.2 0.2 0.2
O 2.9768 -6.7949 6.2527 0.0 0.0 0.0
H 3.4000 -8.2198 4.8422 0.0 0.1 0.1
H 1.9146 -8.5044 5.7787 0.0 -0.1 -0.2
H 1.9507 -7.2404 4.5131 0.0 -0.2 -0.1
H 2.1924 -6.3877 6.6364 0.2 0.0 0.0
C 5.6565 -1.2926 7.5585 0.3 0.2 0.0
O 6.6983 -2.0825 6.9947 0.0 -0.2 -0.1
H 4.7064 -1.8038 7.4068 0.1 -0.1 0.0
H 5.8317 -1.1649 8.6302 -0.2 0.1 0.0
H 5.6260 -0.3182 7.0671 -0.2 0.0 0.1
H 7.5253 -1.6107 7.1415 -0.1 -0.1 -0.1
C 3.7327 1.8721 7.9478 0.0 0.2 -0.2
O 4.6733 1.8581 6.8798 0.0 0.0 -0.1
H 3.9993 1.0939 8.6611 0.1 0.0 -0.1
H 3.7572 2.8440 8.4461 -0.1 -0.1 0.2
H 2.7303 1.6777 7.5575 -0.1 0.0 0.2
H 4.4149 2.5535 6.2653 0.1 -0.1 0.1
C 5.2008 5.6137 -4.8415 -0.3 -0.1 -0.1
O 4.6696 5.2810 -3.5623 0.0 -0.1 0.3
H 6.1446 6.1372 -4.7006 -0.1 -0.1 0.1
H 5.3763 4.7030 -5.4189 0.1 0.1 -0.1
H 4.5033 6.2638 -5.3749 0.1 0.0 -0.1
H 3.8362 4.8199 -3.7116 0.4 0.3 -0.1
C -2.8104 6.5621 -1.5684 -0.1 -0.3 0.1
O -3.8682 5.6104 -1.5996 0.1 -0.1 -0.1
H -3.1381 7.4646 -2.0809 0.0 -0.1 0.0
H -2.5605 6.8067 -0.5336 0.1 0.1 -0.1
H -1.9296 6.1590 -2.0780 0.1 0.2 0.0
H -3.5587 4.8199 -1.1417 -0.4 0.4 0.0
C -6.2410 -5.5893 -1.9691 -0.2 0.1 0.1
O -5.7909 -4.6358 -1.0108 0.1 0.2 0.0
H -5.3723 -6.0603 -2.4270 0.0 0.1 0.1
H -6.8470 -6.3528 -1.4769 0.0 -0.1 -0.2
H -6.8304 -5.0902 -2.7424 0.0 -0.2 -0.1
H -6.5747 -4.2338 -0.6197 0.2 -0.1 0.0
C -0.6252 3.9942 4.4883 -0.3 0.0 -0.2
O -2.0152 4.2824 4.5478 0.0 0.0 0.0
H -0.1920 4.1638 5.4725 -0.1 0.0 0.0
H -0.4732 2.9492 4.2025 0.2 0.0 0.0
H -0.1390 4.6521 3.7621 0.2 -0.1 0.1
H -2.3754 4.1249 3.6679 -0.1 0.0 0.2
C 4.2917 8.8670 -3.0528 0.0 -0.3 0.1
O 3.2375 7.9138 -3.0504 -0.2 0.0 0.0
H 3.9506 9.7629 -3.5691 -0.1 -0.1 0.0
H 4.5634 9.1244 -2.0261 0.1 0.1 -0.1
H 5.1612 8.4587 -3.5750 0.1 0.2 0.0
H 3.5630 7.1309 -2.5902 0.1 0.0 -0.2